# 1
The molecule C4H9NO. Source: OMol25; level of theory: wB97M-V/def2-TZVPD.

E_LUMO (spin up / spin down) (eV): 0.49 / 0.49
Relative energy (zero: lowest compared OMol25 entry of this formula, charge and spin) (kcal per mole): 106.9

CARTESIAN COORDINATES (ANGSTROEM)
C -1.71463 0.49003 0.47762
C -0.73118 -0.19411 -0.45264
C 0.23569 -1.12651 0.27305
N 1.36727 -0.23926 0.49431
C 1.47055 0.78155 -0.36347
O 1.48007 0.80156 -1.69995
H -2.34070 1.20577 -0.06957
H -2.40240 -0.21225 0.98576
H -1.20341 1.05392 1.27183
H 0.65454 0.31719 -1.91504
H -1.27848 -0.72332 -1.24855
H 0.52225 -1.98224 -0.35295
H -0.08533 -1.53117 1.25230
H 1.93498 -0.24069 1.33431
H 2.09078 1.59954 0.01300

Forces on the atoms, in the same order (eV/Å):
0.0 0.1 0.1
-0.2 -0.2 0.1
0.0 -0.1 -0.1
0.0 0.2 -0.2
0.3 -0.1 0.3
-0.2 -0.1 0.1
0.1 -0.1 0.1
0.1 0.1 -0.1
-0.1 -0.1 -0.1
0.1 0.0 -0.1
0.1 0.1 0.1
-0.1 0.1 0.1
0.0 0.1 -0.1
-0.1 0.1 -0.1
-0.1 -0.1 0.0

natural (NBO) population analysis, charges in e, atoms 1 to 8:
1 C -0.63
2 C -0.56
3 C -0.27
4 N -0.57
5 C 0.50
6 O -0.68
7 H 0.21
8 H 0.17

=====

# 2
A structure of composition C11H19BBrO4Pd. Source: OMol25; level of theory: wB97M-V/def2-TZVPD.

Net charge: +1
E_LUMO (eV): -8.51

CARTESIAN COORDINATES (ANGSTROEM)
C 3.88998 0.33267 1.17151
C 2.56321 0.84345 1.43166
C 1.33285 0.73657 0.45976
B 0.87055 -0.83368 0.09706
C -0.18871 -1.43115 1.22170
C -1.60365 -1.90663 0.63746
C -2.84660 -0.95905 1.07154
C -2.58913 0.55296 0.52121
O -2.23883 0.40273 -0.87927
C -1.83046 1.61967 -1.48054
C -1.21231 2.88625 -0.73490
O -1.92844 1.68599 -2.73712
O 1.92526 -1.87857 0.04197
C 2.59301 -1.75006 -1.23963
C 1.31691 -1.48927 -2.22348
Br 0.23874 -3.04888 -2.80165
O 0.48839 -0.74400 -1.30166
H 4.33595 -0.34161 1.99502
H 4.52928 0.59364 0.26213
H 2.41369 1.38309 2.43781
H 1.45777 1.35458 -0.50541
H 0.43801 1.21397 1.01159
H -0.26013 -0.67302 2.07437
H 0.31853 -2.36662 1.67186
H -1.79296 -2.96883 1.05747
H -1.61929 -2.03892 -0.50594
H -3.79017 -1.43010 0.64133
H -2.97448 -0.87042 2.20062
H -1.76061 0.97758 1.18140
H -3.58964 1.11637 0.61661
H -0.91341 2.71628 0.35261
H -0.23466 3.14214 -1.29479
H -1.92483 3.77886 -0.91333
H 3.00789 -2.73661 -1.66892
H 3.25966 -0.83501 -1.40069
H 1.45588 -0.78579 -3.11236
Pd -3.13727 3.75142 0.64299

Forces on the atoms, in the same order (eV/Å):
-1.1 0.4 0.6
-0.6 0.1 -1.3
2.0 5.3 3.0
1.4 -4.8 -4.2
-1.8 -0.8 2.3
-0.7 0.0 0.3
0.9 0.4 -0.6
-1.2 -2.1 1.0
0.8 3.2 0.8
-0.3 -0.2 -4.5
0.7 -1.2 0.0
0.5 -0.3 5.0
1.4 2.1 -1.1
-2.3 -1.7 -2.3
0.1 1.9 1.4
0.8 0.7 0.4
-0.2 0.2 0.4
-0.2 1.8 -1.1
-1.4 -1.1 0.9
-0.1 -2.0 -1.0
0.1 -1.7 1.1
1.4 -1.0 -0.9
-0.2 -1.0 -1.1
-0.3 1.7 -1.0
0.4 1.6 -0.5
0.2 0.4 1.8
1.2 0.9 0.5
0.3 -0.3 -1.4
-1.1 -0.2 -1.1
1.7 -0.4 0.0
-0.7 0.4 -1.3
-1.7 -0.3 0.7
0.6 -0.7 0.3
0.0 1.6 1.4
-0.5 -1.2 0.8
0.0 -1.4 1.1
0.1 -0.1 -0.1

Löwdin population analysis, charges in e, atoms 1 to 8:
1 C 0.17
2 C -0.04
3 C 0.02
4 B -0.81
5 C 0.01
6 C -0.15
7 C -0.13
8 C -0.19

=====

# 3
The molecule C4H9NO. Source: OMol25; level of theory: wB97M-V/def2-TZVPD.

Structure (SMILES): C[C@H]1N[C@H]1CO
E_LUMO (eV): 0.99
Relative energy (zero: lowest compared OMol25 entry of this formula, charge and spin) (kcal per mole): 50.6

CARTESIAN COORDINATES (ANGSTROEM)
C -1.37087 0.61048 0.44312
C -0.81442 -0.11799 -0.76177
N 0.40721 0.44883 -1.35215
C 0.49789 -0.76914 -0.54576
C 1.09417 -0.53084 0.84590
O 1.38098 0.83106 1.09030
H -1.93487 -0.09519 1.06622
H -0.54061 1.00452 1.03326
H -1.99618 1.46416 0.18438
H -1.52377 -0.56448 -1.46113
H 0.47253 0.22633 -2.34149
H 0.75124 -1.70018 -1.05465
H 2.01068 -1.09353 1.01329
H 0.34438 -0.89082 1.57168
H 1.29762 1.28481 0.22875

Forces on the atoms, in the same order (eV/Å):
-0.3 0.1 -0.1
-0.2 0.0 0.1
0.1 0.1 -0.2
0.1 -0.1 0.2
0.2 -0.4 0.0
0.4 0.1 -0.2
0.0 0.2 -0.1
-0.5 0.0 0.0
-0.2 -0.1 -0.2
0.2 0.0 0.2
0.0 0.1 0.2
-0.1 0.2 0.2
0.1 -0.3 -0.2
0.3 0.2 0.0
0.1 -0.2 0.2

natural (NBO) population analysis, charges in e, atoms 1 to 8:
1 C -0.66
2 C -0.08
3 N -0.63
4 C -0.12
5 C -0.08
6 O -0.73
7 H 0.21
8 H 0.25

=====

# 4
A cluster of 4 separate species, C39H75ClINO18P5S in total. Source: OMol25; level of theory: wB97M-V/def2-TZVPD.

Net charge: +1
E_LUMO (eV): -4.82

CARTESIAN COORDINATES (ANGSTROEM)
C -8.80626 2.79019 1.24906
C -8.30679 2.39775 -0.25913
C -6.68368 2.57188 -0.51629
C -5.76042 1.95366 0.72191
N -4.29808 1.84415 0.42596
C -3.50439 2.68318 1.16279
P -3.74221 4.03137 2.46394
O -5.19182 4.97855 2.23440
O -2.40193 5.16396 2.18595
S -1.68282 2.42310 0.76706
C -2.11222 0.61252 0.29932
C -0.69915 0.15325 -0.32480
C -0.69477 -0.99010 -1.48293
O -0.06044 -0.90610 -2.66170
C -2.37489 0.00096 1.81914
C -1.98519 -1.56996 2.04395
C -1.89084 -1.72770 3.71351
O -3.07221 -2.52929 1.68298
C -2.54706 -3.81063 1.21618
C -3.47865 -4.45569 -0.01527
C -2.81590 -4.50622 -1.54677
C -3.62488 -5.14709 -2.85979
C -5.15376 -5.76492 -2.66453
C -5.79263 -5.72178 -1.13115
C -4.98010 -5.08132 0.18176
C -3.45240 1.00117 -0.52526
C -3.96765 -0.42033 -1.12726
C -5.54723 -0.70462 -1.27170
O -6.38725 -0.29329 -2.23146
Cl -6.33302 -1.82218 0.03630
P -3.45051 2.05735 -2.14936
O -3.97099 3.72659 -1.79437
I -1.22478 2.41412 -3.11530
H -9.97877 2.76410 1.39250
H -8.34203 2.01314 2.02552
H -8.44382 3.87442 1.58034
H -8.60914 1.27892 -0.44127
H -8.88879 3.08750 -1.03529
H -6.48298 3.74842 -0.48580
H -6.33220 2.22704 -1.57945
H -6.06010 2.57461 1.66696
H -6.20792 0.86428 0.92184
H -4.94618 5.88125 1.84356
H -2.60040 5.60337 1.28709
H -0.08710 1.13216 -0.63632
H -0.02458 -0.27915 0.56303
H -1.25786 -2.01491 -1.24180
H -3.47115 0.11786 2.20637
H -1.69949 0.66060 2.54760
H -0.92676 -1.89605 1.67484
H -1.46489 -2.76477 4.04449
H -3.01774 -1.60128 4.08903
H -1.31305 -0.79874 4.17769
H -1.45883 -3.80353 0.79414
H -2.58423 -4.59633 2.08504
H -1.72584 -4.10071 -1.79363
H -3.12892 -5.19188 -3.94479
H -5.74588 -6.20207 -3.58828
H -6.90107 -6.15426 -1.03952
H -5.51757 -5.08715 1.22360
H -3.51689 -0.46847 -2.23513
H -3.45003 -1.31907 -0.57009
H -4.53391 4.07193 -2.55719
O 6.10027 1.13297 -5.03392
P 5.52174 1.96407 -3.86269
O 4.02049 2.08580 -4.57230
C 3.35230 0.90424 -4.99470
C 2.71331 0.18242 -3.82505
O 6.18716 3.39532 -4.40089
C 7.51651 3.36909 -4.90705
C 7.49318 3.39744 -6.42654
O 4.87531 2.89271 -2.55400
C 4.05198 4.03364 -2.79324
C 2.62860 3.74150 -2.34358
H 4.02700 0.23584 -5.53075
H 2.57185 1.20599 -5.70933
H 3.41476 0.06925 -2.99296
H 2.36018 -0.80603 -4.13302
H 1.85099 0.74203 -3.45333
H 8.05895 2.49585 -4.53357
H 8.03986 4.25473 -4.53195
H 6.75297 2.70433 -6.84233
H 8.47728 3.14597 -6.83620
H 7.21495 4.39398 -6.78226
H 4.06103 4.34271 -3.84262
H 4.45511 4.86260 -2.20742
H 2.26838 2.79802 -2.74869
H 1.95113 4.53750 -2.66140
H 2.58140 3.65371 -1.25472
O 5.68616 -6.23307 -3.15468
P 5.48379 -4.79141 -3.68185
O 6.52709 -5.01614 -4.95978
C 6.32957 -6.11970 -5.83393
C 5.21480 -5.84777 -6.82426
O 6.54650 -4.12058 -2.58570
C 6.51559 -4.59431 -1.24455
C 7.66988 -5.55425 -1.00724
O 5.25766 -3.18058 -4.27089
C 6.36255 -2.39440 -4.71583
C 6.27226 -2.18909 -6.22024
H 6.12866 -7.03627 -5.27817
H 7.27218 -6.27999 -6.37859
H 4.32120 -5.46134 -6.32490
H 4.95514 -6.76113 -7.36732
H 5.52801 -5.10204 -7.55959
H 5.55416 -5.06446 -1.01899
H 6.61349 -3.73141 -0.57765
H 7.78162 -6.27730 -1.82327
H 7.53382 -6.10307 -0.06926
H 8.61418 -5.00444 -0.95229
H 7.32592 -2.84081 -4.45234
H 6.30512 -1.42654 -4.21301
H 6.11392 -3.13065 -6.74218
H 7.18574 -1.72850 -6.60362
H 5.42347 -1.54615 -6.46871
O -2.79021 1.09829 7.46529
P -2.27457 2.31495 8.27219
O -0.97469 2.55007 7.25873
C -1.19619 2.67552 5.86009
C -1.69457 4.06131 5.50149
O -1.53800 1.37433 9.43565
C -2.22755 0.22036 9.90142
C -1.64933 -1.02625 9.25194
O -1.69842 3.67439 9.17378
C -0.31057 3.83267 9.46644
C 0.24359 5.02014 8.69417
H -1.89057 1.91664 5.49778
H -0.23489 2.49071 5.35750
H -2.51932 4.37050 6.15064
H -2.02821 4.08960 4.46012
H -0.89476 4.79792 5.61393
H -3.30165 0.30538 9.71339
H -2.09690 0.16225 10.98701
H -1.49568 -0.89845 8.17433
H -2.30469 -1.88898 9.41235
H -0.66749 -1.25402 9.67753
H 0.26897 2.93226 9.24240
H -0.21667 4.02058 10.53824
H -0.02023 4.96803 7.63979
H 1.33200 5.06290 8.77844
H -0.17552 5.95487 9.07652

Forces on the atoms, in the same order (eV/Å):
0.6 0.1 0.7
-0.3 -0.2 0.0
0.1 1.9 0.5
-3.7 -1.7 -1.1
2.0 2.3 3.2
1.4 -0.7 -3.9
-0.2 2.2 1.2
3.1 0.1 -1.1
-3.4 -1.4 -2.3
-3.1 0.0 0.7
0.2 2.1 1.9
1.5 0.0 -0.3
2.6 -0.1 -4.9
-4.0 -0.2 7.6
0.3 -1.1 0.2
0.1 -0.3 3.2
-1.0 1.2 -0.3
2.5 0.5 -1.3
-0.9 -2.3 -1.0
-1.6 -1.3 -3.2
-3.4 -1.4 -0.2
-2.1 -0.1 3.5
2.7 2.0 3.8
2.9 1.3 -1.1
1.6 -0.1 -4.0
0.2 -1.9 0.3
0.1 -1.1 -0.8
-5.0 1.5 -4.6
6.3 -2.5 6.5
1.4 1.6 -1.6
-1.4 2.2 -1.5
0.4 -1.8 -0.6
-0.2 0.0 0.5
2.5 -0.1 -0.6
-1.1 1.7 -1.6
-0.7 -2.3 -0.8
0.6 2.2 0.2
1.4 -1.6 1.6
-0.3 -2.5 -0.1
-0.8 0.3 2.2
1.4 -1.0 -1.7
1.3 2.2 -0.4
-0.6 -1.7 0.6
0.8 -0.7 1.7
-1.4 -2.4 0.1
-1.7 0.7 -1.8
1.1 2.2 -0.4
1.9 -0.2 -1.0
-1.4 -1.7 -1.6
-2.1 0.7 0.0
-0.8 2.1 -0.7
2.5 -0.5 -0.7
-0.9 -2.3 -0.9
-1.9 0.4 0.8
0.1 1.6 -1.5
-2.5 -1.0 0.8
-1.1 0.2 2.8
1.3 1.0 2.3
2.8 1.1 0.1
1.3 0.0 -2.3
-1.2 0.2 2.2
-1.4 1.7 -0.7
1.1 -1.0 1.3
1.0 -2.1 4.2
-3.5 6.8 -6.4
-0.2 -0.8 0.5
-0.4 -0.2 -0.4
-0.3 0.0 0.0
0.6 -0.7 1.4
0.4 0.1 -0.6
0.0 0.1 -0.3
2.2 -3.2 1.2
-0.8 0.2 -0.6
0.0 -0.1 0.3
0.1 0.1 0.0
0.3 0.1 0.2
0.1 -0.1 -0.1
0.1 0.1 0.1
0.1 -0.1 0.0
-0.1 0.1 -0.1
-0.2 -0.1 0.1
0.2 0.0 0.2
-0.1 0.1 0.0
0.1 -0.1 0.1
0.1 -0.2 0.2
0.3 -0.2 0.0
0.1 0.0 -0.2
0.1 0.1 0.0
0.0 0.1 0.0
-4.7 1.0 -0.2
9.9 1.4 -0.8
-0.9 -0.3 -0.4
0.3 -0.4 -0.4
0.1 0.1 -0.3
-1.6 0.3 0.4
0.4 -0.4 0.3
0.3 -0.1 0.1
-3.7 -2.1 1.2
1.0 0.1 -0.8
-0.3 0.1 0.0
0.0 0.1 0.1
-0.2 0.2 0.2
0.0 -0.1 0.0
0.0 0.1 0.1
-0.1 0.0 0.1
0.2 -0.1 0.0
0.0 0.0 -0.2
-0.3 0.1 0.2
0.1 0.1 -0.1
-0.1 0.0 0.1
-0.4 -0.1 0.0
-0.2 -0.1 0.1
0.2 -0.1 0.1
-0.1 0.0 0.1
0.1 0.1 0.0
-3.5 3.1 0.7
9.2 -3.7 0.8
-0.6 0.6 -0.8
0.4 -0.1 -0.3
0.2 0.2 -0.1
-1.4 0.8 0.4
0.1 -0.7 0.0
0.2 -0.2 0.0
-4.4 -0.1 -0.8
1.2 0.0 -0.5
-0.2 0.2 0.1
-0.1 -0.1 0.2
-0.1 0.0 0.3
-0.1 -0.1 -0.1
0.1 0.0 0.2
-0.1 0.0 0.0
0.2 -0.1 -0.1
0.1 0.2 -0.1
-0.3 0.1 0.2
0.1 0.1 0.0
-0.1 0.0 0.0
-0.3 0.1 0.0
-0.3 -0.1 0.0
0.1 -0.2 0.0
-0.1 0.0 0.1
0.1 -0.1 0.0

Löwdin population analysis, charges in e, atoms 1 to 8:
1 C -0.15
2 C -0.24
3 C -0.18
4 C -0.14
5 N -0.12
6 C -0.50
7 P 0.99
8 O -0.32

=====

Electronic energy per entry: -7827.685 -94087.555 -7830.127 -157878.059 eV